(1)
# C3H4O3

C3H4O3 in the gas phase in a non-equilibrium geometry (wB97M-V/def2-TZVPD, the Open Molecules 2025 dataset).

spin multiplicity	1
LUMO energy	0.54	eV
HOMO energy	-0.3463	Ha
energy above the lowest of the compared OMol25 structures with the same formula, charge and spin	97.8	kcal per mole

Each line ends with the Mulliken charge.
Element x y z (Å)
O: 1.992372 0.606250 -0.256480  -0.504
C: 1.306897 -0.376608 0.446415  -0.013
C: -0.150500 -0.374851 0.444173  -0.524
O: -0.584714 0.568185 -0.367948  -0.200
C: -1.987726 0.138252 -0.332805  0.371
O: -2.457194 -0.837488 -0.806794  -0.368
H: 1.329284 1.044705 -0.805669  0.353
H: 1.579381 -1.381413 0.090081  0.273
H: 1.556529 -0.326085 1.506855  0.270
H: -2.570529 0.943454 0.080841  0.343

Forces on the atoms, in the same order (eV/Å):
-0.041 0.462 -0.421
0.383 -0.239 0.520
0.607 -0.074 0.211
-1.311 -1.463 -0.253
-1.055 0.427 -0.883
0.990 0.548 -0.028
0.290 0.178 -0.138
-0.025 -0.098 0.181
0.315 -0.174 0.222
-0.151 0.434 0.589


(2)
# C38H67F5N4NbO19S

A molecular structure, C38H67F5N4NbO19S in a non-equilibrium geometry (wB97M-V/def2-TZVPD, the Open Molecules 2025 dataset).

spin multiplicity	1
LUMO energy	1.62	eV
HOMO energy	-0.1864	Ha
net charge	-1

Each line ends with the Mulliken charge.
Element x y z (Å)
C: 1.627099 -2.766923 -3.200048  -0.390
C: 0.153886 -3.054360 -3.787061  -0.197
O: 0.058215 -2.524213 -5.122692  -0.452
C: -1.172101 -1.758107 -5.260205  -0.840
C: -1.058440 -0.345995 -4.476217  0.135
O: 0.308831 0.055077 -4.601014  -0.351
C: 0.460117 1.495468 -4.674820  -0.757
Nb: -0.031461 2.644037 -2.772685  -0.932
C: -2.089283 3.119709 -3.721226  -0.711
C: -3.253636 2.116892 -3.186774  0.048
C: -4.347859 2.889365 -2.280111  -0.715
C: -4.672686 1.870777 -1.069821  -0.983
C: -3.378420 1.895424 -0.141767  1.258
C: -3.589075 1.263376 1.310900  -0.213
C: -2.429491 0.216232 1.662353  -0.490
C: -1.460648 0.789893 2.788857  -0.215
C: -0.289671 -0.238300 3.185174  -0.950
C: 0.986804 0.149992 2.288655  1.021
C: 2.137870 0.661776 3.265077  -0.680
C: 2.962424 1.908513 2.670884  -0.246
O: 2.206483 3.128200 2.704152  -0.445
C: 1.706610 3.509120 1.405561  0.308
C: 0.759350 4.575099 -3.711564  -1.374
C: 2.208684 5.019218 -3.225606  0.648
N: 2.503069 6.321932 -3.950952  -0.639
N: 3.292808 4.088526 -3.673752  -0.399
N: 2.313085 5.336429 -1.782165  -0.526
N: -0.663407 3.631995 -0.960090  0.051
C: -1.110712 4.809093 -1.152162  0.044
S: -1.631354 6.370779 -1.271341  -0.271
O: 1.773689 2.179878 -1.834201  -0.173
C: 2.519922 1.133388 -2.477774  0.761
C: 3.793234 0.828816 -1.512649  -0.449
H: 2.223826 -2.193945 -3.983107  0.289
H: 2.178384 -3.739073 -2.982887  0.194
H: 1.595829 -2.131239 -2.263151  -0.116
H: -0.643435 -2.648225 -3.084870  0.154
H: 0.033059 -4.192066 -3.754335  0.319
H: -1.972140 -2.362946 -4.735523  0.374
H: -1.444183 -1.580443 -6.340134  0.337
H: -1.272346 -0.600040 -3.384269  -0.034
H: -1.805845 0.376520 -4.916833  0.287
H: 1.483226 1.821956 -5.069819  0.367
H: -0.281770 1.849881 -5.478523  0.624
H: -0.705492 1.071340 -2.077500  0.171
H: -2.083975 2.978176 -4.851871  0.350
H: -2.393071 4.207561 -3.552228  0.378
H: -2.838189 1.200072 -2.682885  -0.126
H: -3.837885 1.743292 -4.097933  0.411
H: -5.304550 3.068384 -2.867900  0.319
H: -3.872375 3.847366 -1.918439  0.283
H: -5.590247 2.220521 -0.490190  0.395
H: -4.874541 0.838881 -1.507041  0.276
H: -3.074929 2.985484 -0.050207  -0.283
H: -2.494399 1.369401 -0.624535  -0.654
H: -4.637532 0.832894 1.452123  0.270
H: -3.496911 2.121777 2.052956  -0.081
H: -2.949641 -0.723423 2.040651  0.240
H: -1.775699 -0.042698 0.774783  0.184
H: -1.024694 1.762483 2.374016  0.133
H: -2.023645 1.083482 3.734335  0.178
H: -0.107955 -0.074592 4.295568  0.352
H: -0.603639 -1.321059 3.016407  0.368
H: 0.783950 0.984466 1.555902  -0.536
H: 1.352059 -0.747026 1.685149  -0.028
H: 2.857151 -0.190573 3.495771  0.203
H: 1.754056 1.022997 4.276871  0.360
H: 3.444740 1.678420 1.671364  -0.003
H: 3.831363 2.054533 3.403023  0.363
H: 0.590141 3.354511 1.320911  -0.004
H: 1.909457 4.624138 1.252401  0.244
H: 2.193602 2.979593 0.533872  -0.414
H: 0.855687 4.359841 -4.837310  0.231
H: 0.047339 5.456931 -3.632661  0.477
H: 3.281367 6.723247 -3.401169  0.357
H: 1.691625 6.945426 -3.912209  0.286
H: 4.188671 4.564623 -3.499204  0.291
H: 3.194987 4.062970 -4.696799  0.287
H: 2.617989 4.533586 -1.228062  0.196
H: 1.465985 5.774419 -1.418283  0.242
H: 1.941617 0.166005 -2.528339  -0.333
H: 2.979631 1.442282 -3.469636  0.040
H: 4.747189 0.909100 -2.134339  0.301
H: 3.799787 1.587931 -0.672063  -0.029
H: 3.735983 -0.244003 -1.163397  -0.345
C: -5.814038 5.619528 4.428297  -0.453
C: -5.208146 4.259059 4.588038  0.228
O: -5.246740 3.732872 3.278380  -0.175
C: -5.162656 4.812468 2.448523  0.524
O: -4.897117 4.747649 1.293501  -0.424
O: -5.412029 5.976599 3.113540  -0.332
F: -5.973054 3.473170 5.392053  -0.286
H: -6.906070 5.602215 4.483218  0.286
H: -5.437008 6.333243 5.161334  0.285
H: -4.176850 4.265822 4.951180  0.332
C: 6.294780 -3.447518 -0.327377  -0.421
C: 5.941075 -3.637513 -1.768446  0.269
O: 4.535937 -3.783220 -1.732177  -0.305
C: 4.121140 -3.069047 -0.647880  0.643
O: 2.992148 -2.742199 -0.453299  -0.440
O: 5.156842 -2.768736 0.183226  -0.211
F: 6.482775 -4.780796 -2.259986  -0.314
H: 6.420628 -4.393209 0.205558  0.172
H: 7.197187 -2.850081 -0.197457  0.291
H: 6.208713 -2.796228 -2.413602  0.314
C: -6.993730 0.253753 5.072848  -0.149
C: -8.045667 -0.374026 5.933307  0.411
O: -7.595498 -1.707271 6.067538  -0.313
C: -6.236254 -1.647656 5.970864  0.605
O: -5.503010 -2.526001 6.300011  -0.517
O: -5.822216 -0.456491 5.459000  -0.254
F: -9.249291 -0.383856 5.307490  -0.287
H: -7.176258 0.100560 4.005872  0.203
H: -6.884465 1.321347 5.259555  0.023
H: -8.148553 0.080252 6.922790  0.281
C: 3.585173 -5.848918 2.389956  -0.405
C: 3.319389 -4.889023 3.507156  0.484
O: 4.609376 -4.652186 4.038487  -0.348
C: 5.470854 -4.811666 2.997679  0.667
O: 6.607997 -4.431718 3.001325  -0.550
O: 4.879133 -5.451372 1.946164  -0.293
F: 2.552654 -5.459266 4.468824  -0.311
H: 3.621145 -6.886725 2.725930  0.199
H: 2.852596 -5.765531 1.586482  0.248
H: 2.872257 -3.942247 3.191616  0.309
C: 2.547914 -10.089008 -0.459028  -0.463
C: 2.431890 -8.666949 -0.005057  0.330
O: 3.300558 -8.614997 1.111644  -0.193
C: 4.263583 -9.550069 0.869285  0.591
O: 5.300770 -9.607096 1.449621  -0.505
O: 3.894108 -10.405186 -0.123151  -0.324
F: 1.173290 -8.388470 0.412738  -0.297
H: 1.871877 -10.758375 0.079457  0.277
H: 2.373686 -10.200754 -1.529287  0.281
H: 2.745632 -7.929372 -0.749109  0.301

Forces on the atoms, in the same order (eV/Å):
-0.242 0.201 -0.386
1.279 -0.494 1.065
-1.475 0.109 0.642
-0.065 0.590 0.886
0.428 -2.046 -0.104
-0.478 0.747 -0.315
-0.956 0.749 -0.971
2.011 0.777 1.574
-0.718 -0.779 -0.376
-0.906 1.145 -1.030
0.333 -2.011 0.163
0.671 1.188 -0.172
-0.489 -0.103 0.290
0.761 0.566 -0.208
-0.532 0.156 1.000
-0.288 -0.348 -0.023
-0.471 1.135 -0.933
0.535 -0.403 1.137
0.659 0.531 -0.544
0.858 -1.076 1.612
0.353 -0.935 -1.423
-0.415 1.069 -0.683
0.691 -0.091 -1.264
-0.590 1.385 -0.994
0.162 -0.377 0.447
-0.745 0.505 0.461
0.750 -0.727 -0.462
-2.386 5.980 -1.495
1.613 -3.746 1.270
0.681 -2.180 0.095
-1.920 -0.501 -2.262
2.088 -0.490 1.536
-0.127 -0.185 -1.135
-0.860 -0.713 0.930
-0.767 1.272 -0.177
-0.010 -0.891 -1.170
1.006 -0.249 -0.973
-0.110 1.336 -0.519
0.390 0.717 -0.873
0.669 -0.471 1.041
0.025 0.901 -1.288
0.824 -0.558 0.633
-1.053 -0.955 0.603
0.992 -0.213 0.904
-0.240 -0.219 -0.329
0.289 0.372 1.260
0.301 -1.304 -0.095
-0.460 1.168 -0.363
0.795 0.290 1.063
1.296 0.089 0.594
-0.876 -0.962 -0.184
1.146 -0.477 -0.578
0.208 1.196 0.603
-0.393 -1.348 0.026
-1.214 0.669 0.384
1.407 0.378 -0.330
-0.259 -1.095 -0.767
0.951 0.898 -0.411
-0.942 0.263 0.819
-0.375 -1.273 0.649
0.333 -0.456 -1.222
0.147 -0.434 -1.423
0.245 1.436 0.222
-0.174 -1.041 0.772
-0.381 1.198 0.778
-0.702 1.053 -0.306
0.193 -0.466 -1.395
-0.878 0.353 0.891
-1.011 -0.055 -0.940
1.178 0.079 0.148
-0.300 -1.368 0.323
-0.468 0.299 1.069
-0.167 0.408 1.263
0.802 -0.943 0.029
-0.744 0.151 -0.428
0.433 -0.188 0.234
-0.499 -0.221 -0.040
0.079 0.053 0.558
-0.632 0.176 -0.276
0.278 -0.431 -0.182
0.320 1.217 -0.354
-1.074 -0.264 1.096
-1.058 0.083 0.943
0.090 -1.090 -0.933
0.054 1.262 0.090
-0.163 0.801 0.363
-0.163 -0.507 -0.032
0.188 0.556 0.443
0.266 0.110 -1.652
-0.271 0.030 0.645
0.082 -0.460 0.086
0.025 -0.143 0.194
0.062 -0.240 0.058
0.063 0.043 -0.213
-0.110 -0.162 0.112
0.912 0.112 0.611
0.048 -0.485 -0.283
0.250 0.505 0.261
-1.088 0.401 0.528
0.658 -0.379 0.221
-0.436 -0.133 -0.524
0.033 -0.012 -0.180
-0.024 -0.043 -0.227
-0.199 0.105 0.103
0.003 -0.168 -0.105
0.289 0.834 -0.380
-0.504 -0.270 -0.295
0.316 0.497 0.213
1.053 -0.810 0.087
-0.438 0.426 -0.194
-0.377 -0.428 0.310
-0.156 0.019 0.142
-0.188 -0.102 0.116
0.205 -0.150 0.032
-0.179 -0.039 -0.067
-0.441 -0.464 -0.600
-0.352 -0.060 0.517
0.065 0.081 -0.738
1.527 0.352 -0.062
-1.089 -0.454 -0.109
0.213 0.414 0.590
-0.053 0.100 0.065
-0.045 0.187 0.201
0.206 0.094 -0.056
-0.063 -0.052 0.156
-0.218 -0.605 -0.645
-0.586 0.286 0.316
0.181 -0.314 -0.675
1.205 -0.379 0.588
-0.610 0.025 -0.237
-0.005 0.477 0.321
0.003 0.172 -0.013
-0.053 0.238 0.088
0.222 -0.036 0.071
-0.145 0.060 0.086


(3)
# C34H25BrF4N6O4RuS

A molecular structure, C34H25BrF4N6O4RuS in a non-equilibrium geometry (wB97M-V/def2-TZVPD, the Open Molecules 2025 dataset).

spin multiplicity	2
LUMO energy (alpha / beta)	-5.54 / -5.55	eV
HOMO energy (alpha / beta)	-0.4223 / -0.4248	Ha
net charge	+1
energy above the lowest of the compared OMol25 structures with the same formula, charge and spin	0.0	kcal per mole

Each line ends with the Mulliken spin population.
Element x y z (Å)
Ru: 0.122849 -0.059837 0.847516  0.840
C: 4.635498 0.186702 3.064539  -0.010
C: 4.824080 0.798617 1.686090  0.018
N: 3.895954 1.902916 1.425911  0.007
C: 4.304237 3.249811 1.854384  -0.001
C: 3.642451 3.693789 3.148586  0.002
C: 2.691294 1.723902 0.897975  0.011
S: 2.257230 0.102338 0.363958  0.159
N: 1.951013 2.808905 0.701228  0.009
C: 0.664145 2.836695 0.363644  -0.006
O: -0.171650 1.892371 0.405773  -0.001
C: 0.127966 4.163129 -0.049622  -0.006
C: 0.919818 5.305154 0.039488  0.001
C: 0.409963 6.535630 -0.339940  0.001
C: -0.890953 6.630348 -0.813445  -0.001
C: -1.683655 5.493387 -0.906970  0.001
C: -1.178289 4.263478 -0.524199  -0.001
H: 5.264609 -0.696609 3.167726  0.000
H: 3.597549 -0.115869 3.208023  0.004
H: 4.907881 0.885296 3.854413  0.000
H: 4.707495 0.046328 0.909178  0.001
H: 5.827923 1.207157 1.573353  0.001
H: 4.068364 3.940933 1.046388  0.000
H: 5.387008 3.220115 1.965641  0.000
H: 2.562177 3.753948 3.026356  -0.001
H: 4.009959 4.681390 3.426277  0.000
H: 3.868109 3.010371 3.966443  0.000
H: 1.931029 5.218055 0.408340  0.000
H: 1.025957 7.421473 -0.268479  0.000
H: -1.288051 7.591788 -1.110512  0.000
H: -2.695799 5.570000 -1.280375  0.000
H: -1.787383 3.373187 -0.593631  -0.001
F: -1.640356 -0.040522 -2.171130  -0.002
C: -2.238374 -1.040003 -2.805559  -0.003
C: -1.793266 -1.410153 -4.008782  0.003
F: -0.751396 -0.789872 -4.522036  0.000
C: -2.426067 -2.478812 -4.788156  -0.006
C: -3.618496 -3.057339 -4.162468  0.001
C: -4.072620 -2.666482 -2.967933  -0.002
F: -5.138143 -3.254684 -2.450492  0.000
C: -3.394362 -1.659643 -2.166338  0.008
C: -3.773871 -1.365347 -0.898799  -0.003
C: -2.895230 -0.684547 -0.006805  0.017
N: -2.086421 -0.285205 0.701926  -0.022
C: -4.986260 -1.810253 -0.271895  0.002
N: -5.925794 -2.125214 0.305889  -0.002
F: -4.256661 -4.015051 -4.801577  0.000
C: -1.949941 -2.893816 -5.971334  0.008
C: -2.534737 -3.958985 -6.738356  -0.002
N: -2.931613 -4.826167 -7.375193  0.002
C: -0.787015 -2.333839 -6.602305  -0.001
N: 0.148197 -1.949438 -7.143525  0.002
Br: -2.161716 -5.701644 -3.290102  0.000
C: -1.044575 -5.356999 -1.806739  0.000
C: -0.412444 -6.401164 -1.145722  0.000
C: 0.402121 -6.127570 -0.055127  0.000
C: 0.582109 -4.824229 0.382555  0.001
C: -0.051088 -3.791892 -0.298106  -0.007
C: -0.861027 -4.051243 -1.396428  0.000
C: 0.111062 -2.385708 0.103351  -0.024
O: 0.231575 -2.013732 1.318790  -0.006
O: 0.070153 -1.451483 -0.750316  -0.003
H: -0.555103 -7.418274 -1.482361  0.000
H: 0.895974 -6.942329 0.455563  0.000
H: 1.205652 -4.604808 1.238184  0.002
H: -1.338111 -3.236330 -1.923385  0.000
C: -1.365991 -0.509103 3.949142  0.003
C: -0.448551 0.636369 3.711383  -0.016
C: -0.377517 1.733381 4.716178  -0.003
O: 0.256568 0.730198 2.702697  0.032
H: -1.168085 -0.910254 4.943753  0.000
H: -1.257853 -1.284702 3.196978  -0.004
H: -2.395277 -0.140674 3.963797  0.000
H: -0.463110 1.364112 5.736168  0.000
H: -1.240012 2.381026 4.529577  0.000
H: 0.528913 2.317554 4.580950  -0.001

Forces on the atoms, in the same order (eV/Å):
-0.181 -0.346 0.128
0.004 -0.033 0.021
0.066 -0.008 -0.068
-0.057 -0.024 0.034
0.039 -0.007 -0.056
-0.007 0.037 0.031
-0.113 0.372 -0.052
0.430 0.033 -0.009
-0.051 -0.263 0.085
0.151 0.214 0.047
-0.159 -0.026 -0.489
0.055 -0.057 0.029
-0.001 0.018 -0.015
-0.016 -0.017 -0.007
-0.009 -0.012 0.001
0.002 0.040 -0.010
0.001 -0.022 0.009
0.022 -0.005 0.004
-0.010 -0.017 -0.012
-0.009 0.028 0.007
-0.017 0.006 0.027
0.004 -0.039 0.019
-0.016 0.002 0.022
-0.007 0.014 0.018
-0.009 0.004 -0.018
0.000 0.015 0.003
0.013 -0.019 0.009
0.014 -0.001 0.009
0.013 0.007 0.005
-0.007 0.005 -0.007
-0.011 -0.005 -0.001
0.005 -0.012 0.004
-0.181 0.098 -0.134
-0.272 0.013 0.374
-0.092 -0.294 -0.330
0.017 0.017 -0.021
-0.409 0.369 0.948
0.235 0.198 -0.303
-0.042 0.450 0.239
0.005 -0.043 -0.003
0.268 -0.189 -0.737
-0.437 0.051 0.521
0.325 0.044 0.010
0.115 0.120 0.037
0.234 -0.088 -0.093
-0.137 0.015 0.082
-0.059 0.044 -0.073
0.241 -0.201 -0.754
0.079 0.058 0.163
-0.053 -0.078 -0.115
-0.032 -0.091 0.109
0.070 0.050 -0.092
0.119 -0.310 0.050
0.131 -0.001 0.132
-0.044 0.003 -0.060
-0.011 0.025 0.006
-0.127 0.002 0.027
0.087 -0.029 0.015
-0.015 -0.075 -0.124
-0.126 0.175 -0.012
0.130 -0.813 -0.003
-0.230 0.039 -0.186
-0.002 -0.015 0.001
0.005 -0.011 0.000
0.009 0.008 0.001
0.122 -0.080 0.050
-0.141 0.068 -0.023
0.288 -0.091 -0.121
0.034 -0.030 0.050
-0.257 0.777 0.589
0.001 -0.050 -0.003
0.016 -0.015 -0.002
-0.009 -0.016 -0.006
0.006 -0.014 0.001
0.001 0.023 0.021
-0.001 0.006 0.003


(4)
# C2I2N2O2

2 unconnected molecules or ions with the total composition C2I2N2O2 in a non-equilibrium geometry (wB97M-V/def2-TZVPD, the Open Molecules 2025 dataset).

spin multiplicity	1
LUMO energy	-1.93	eV
HOMO energy	-0.3529	Ha
energy above the lowest of the compared OMol25 structures with the same formula, charge and spin	11.1	kcal per mole
SMILES string	O=NC#CN=O.II

Each line ends with the Mulliken charge.
Element x y z (Å)
C: -0.474165 0.507277 -0.019257  0.017
C: 0.157284 -0.615497 0.293948  0.150
N: -1.059111 1.443140 -0.403051  0.557
N: 0.656162 -1.636330 0.560227  0.563
O: 1.172747 -2.653248 0.863900  -0.655
O: -1.628425 2.435716 -0.701310  -0.644
I: 2.941788 4.109346 0.807626  -0.003
I: 3.132942 1.459933 1.050923  0.015

Forces on the atoms, in the same order (eV/Å):
-1.412 2.254 -0.966
1.196 -2.431 0.564
1.077 -1.411 0.932
-0.969 1.959 -0.369
0.541 -0.999 0.215
-0.452 0.629 -0.381
-0.003 -0.240 0.016
0.022 0.238 -0.010